ORCA calculation (ωB97M-V/def2-TZVPD) on C39H46N8O3 as an isolated structure in a non-equilibrium geometry.

Each line ends with the Mulliken charge.
Positions of all 96 atoms, in Å:
C1 6.6121 2.0090 1.1827  -0.773
O1 6.0179 0.7020 1.3598  -0.474
C2 4.6905 0.5533 1.1071  0.706
C3 3.8657 1.5927 0.6245  -0.845
C4 2.5282 1.3383 0.3871  -0.323
C5 1.9471 0.0793 0.6304  -0.684
C6 0.5399 -0.1364 0.3150  -0.414
N1 0.1091 -1.3280 -0.2798  1.837
C7 0.8935 -2.3106 -0.9712  -0.218
C8 0.6644 -3.6720 -0.7051  0.631
C9 -0.4935 -4.1851 0.1524  1.604
C10 0.0043 -4.6653 1.5116  -1.382
C11 -1.3028 -5.2682 -0.5658  -1.602
C12 1.5697 -4.6041 -1.2123  -0.392
C13 2.6130 -4.2050 -2.0452  -1.533
C14 2.7285 -2.8734 -2.4402  -0.400
C15 1.8321 -1.9202 -1.9555  -0.178
C16 1.8085 -0.5330 -2.6031  2.207
C17 1.0468 -0.5618 -3.9288  -1.667
C18 3.2114 0.0453 -2.7683  -1.899
N2 -1.2379 -1.3535 -0.3789  -1.575
N3 -1.6531 -0.1386 0.0435  2.306
C19 -3.0780 0.1428 0.0322  -0.959
C20 -3.9149 -0.5554 0.9197  0.549
C21 -3.3538 -1.5775 1.9033  2.129
C22 -4.2984 -2.7538 2.1628  -1.868
C23 -2.9268 -0.9248 3.2134  -1.318
C24 -5.2824 -0.2882 0.8830  -0.460
C25 -5.8124 0.6068 -0.0453  -1.467
C26 -4.9751 1.2210 -0.9725  -0.495
C27 -3.6040 0.9710 -0.9707  0.364
C28 -2.7694 1.4663 -2.1533  1.911
C29 -2.9478 2.9599 -2.4039  -1.486
C30 -3.0797 0.6786 -3.4227  -1.659
C31 -0.5824 0.5979 0.5416  -0.014
C32 -0.8129 1.9650 1.0382  0.168
C33 2.7951 -0.9603 1.1055  0.437
C34 4.1304 -0.7296 1.3452  -1.292
H1 7.6523 1.8630 1.4743  0.249
H2 6.5496 2.3288 0.1327  0.298
H3 6.1321 2.7527 1.8357  0.324
H4 4.2724 2.5853 0.4197  0.429
H5 1.9117 2.0980 -0.0951  0.734
H6 -1.1653 -3.3346 0.2971  -0.717
H7 0.5790 -3.8755 2.0121  0.326
H8 -0.8413 -4.9421 2.1526  0.409
H9 0.6559 -5.5417 1.3916  0.345
H10 -1.6686 -4.8929 -1.5281  0.402
H11 -0.6947 -6.1628 -0.7462  0.314
H12 -2.1682 -5.5549 0.0421  0.449
H13 1.4442 -5.6583 -0.9466  0.338
H14 3.3319 -4.9406 -2.4048  0.376
H15 3.5051 -2.5687 -3.1482  0.375
H16 1.2578 0.1257 -1.9237  -0.805
H17 0.0365 -0.9630 -3.7822  0.360
H18 0.9566 0.4490 -4.3434  0.444
H19 1.5664 -1.1964 -4.6590  0.334
H20 3.8142 -0.1277 -1.8700  0.330
H21 3.7230 -0.4022 -3.6303  0.485
H22 3.1481 1.1291 -2.9267  0.384
H23 -2.4607 -1.9934 1.4191  -0.870
H24 -4.6477 -3.1909 1.2199  0.419
H25 -3.7733 -3.5357 2.7264  0.397
H26 -5.1696 -2.4405 2.7519  0.447
H27 -2.1917 -0.1313 3.0342  0.292
H28 -3.7953 -0.4812 3.7197  0.297
H29 -2.4753 -1.6675 3.8828  0.372
H30 -5.9449 -0.7992 1.5817  0.266
H31 -6.8830 0.8186 -0.0541  0.372
H32 -5.3839 1.8793 -1.7384  0.370
H33 -1.7160 1.2976 -1.9020  -0.782
H34 -2.6495 3.5240 -1.5164  0.236
H35 -2.3038 3.2758 -3.2325  0.436
H36 -3.9914 3.1947 -2.6458  0.396
H37 -2.9484 -0.3960 -3.2526  0.349
H38 -4.1162 0.8589 -3.7378  0.361
H39 -2.4088 0.9869 -4.2344  0.421
H40 -1.7788 2.0152 1.5774  0.979
H41 0.1350 2.2363 1.8259  -0.234
H42 2.3798 -1.9566 1.2648  0.475
H43 4.7884 -1.5153 1.7117  0.477
O2 -0.9699 2.8167 -0.1455  -0.282
N4 0.1885 3.5573 -0.4465  0.780
C35 0.7811 3.9975 0.7118  -0.202
C36 0.0806 3.4476 1.8679  0.237
N5 0.7846 3.8071 3.0776  0.635
N6 0.2630 3.6305 4.3189  -0.652
N7 1.0651 4.2716 5.1451  -0.588
N8 2.0640 4.9043 4.4879  -0.521
C37 1.8709 4.6477 3.1639  0.440
C38 2.5260 5.0709 1.9797  -0.791
C39 1.9368 4.7842 0.7603  -0.373
O3 0.3826 3.8714 -1.6101  -0.953
H44 -0.9156 3.9077 1.9732  0.181
H45 3.4727 5.5840 2.1096  0.478
H46 2.3232 5.1675 -0.1851  0.478

**HOMO**: -5.29 eV
**Kohn-Sham gap**: 4.538 eV
**Max |F|**: 9.91 eV/Å
**2S+1**: 1
**Lowest unoccupied orbital energy**: -0.75 eV